{
  "formula": "C96H217N10O10",
  "method": "ωB97M-V/def2-TZVPD",
  "fmax_ev_per_a": 14.006,
  "charge": 7,
  "total_energy_ha": -5081.5961,
  "gap_ha": 0.02405,
  "elements": ["C", "C", "C", "O", "C", "N", "H", "H", "H", "H", "H", "H", "H", "H", "H", "H", "H", "H", "C", "C", "C", "O", "C", "N", "H", "H", "H", "H", "H", "H", "H", "H", "H", "H", "H", "H", "C", "C", "C", "C", "N", "C", "C", "C", "C", "C", "C", "C", "H", "H", "H", "H", "H", "H", "H", "H", "H", "H", "H", "H", "H", "H", "H", "H", "H", "H", "H", "H", "H", "H", "H", "H", "C", "C", "C", "C", "N", "C", "C", "C", "C", "C", "C", "C", "H", "H", "H", "H", "H", "H", "H", "H", "H", "H", "H", "H", "H", "H", "H", "H", "H", "H", "H", "H", "H", "H", "H", "H", "C", "C", "C", "C", "N", "C", "C", "C", "C", "C", "C", "C", "H", "H", "H", "H", "H", "H", "H", "H", "H", "H", "H", "H", "H", "H", "H", "H", "H", "H", "H", "H", "H", "H", "H", "H", "C", "C", "C", "C", "N", "C", "C", "C", "C", "C", "C", "C", "H", "H", "H", "H", "H", "H", "H", "H", "H", "H", "H", "H", "H", "H", "H", "H", "H", "H", "H", "H", "H", "H", "H", "H", "C", "C", "C", "C", "N", "C", "C", "C", "C", "C", "C", "C", "H", "H", "H", "H", "H", "H", "H", "H", "H", "H", "H", "H", "H", "H", "H", "H", "H", "H", "H", "H", "H", "H", "H", "H", "C", "C", "C", "C", "N", "C", "C", "C", "C", "C", "C", "C", "H", "H", "H", "H", "H", "H", "H", "H", "H", "H", "H", "H", "H", "H", "H", "H", "H", "H", "H", "H", "H", "H", "H", "H", "C", "C", "N", "C", "C", "C", "C", "C", "O", "C", "H", "H", "H", "H", "H", "H", "H", "H", "H", "H", "H", "H", "H", "H", "H", "H", "H", "H", "H", "H", "C", "C", "N", "C", "C", "C", "C", "C", "O", "C", "H", "H", "H", "H", "H", "H", "H", "H", "H", "H", "H", "H", "H", "H", "H", "H", "H", "H", "H", "H", "C", "C", "O", "O", "H", "H", "H", "C", "C", "O", "O", "H", "H", "H", "C", "C", "O", "O", "H", "H", "H"],
  "coordinates": [[0.814, -3.719, 4.923], [-0.416, -4.654, 5.185], [-0.683, -4.729, 6.627], [-1.663, -5.666, 6.937], [-1.894, -5.675, 8.301], [-1.605, -4.215, 4.487], [-1.495, -3.874, 3.530], [-2.419, -4.716, 4.806], [-0.017, -1.038, 6.795], [0.808, -2.855, 5.622], [0.780, -3.375, 3.906], [1.655, -4.388, 5.069], [0.018, -5.568, 4.715], [-1.053, -3.738, 6.986], [0.278, -5.006, 7.273], [-1.052, -6.095, 8.850], [-2.768, -6.287, 8.407], [-2.133, -4.633, 8.690], [2.435, -2.845, -3.821], [2.496, -1.298, -3.766], [3.894, -0.784, -3.351], [4.097, -1.031, -1.995], [5.343, -0.687, -1.445], [2.132, -0.736, -5.048], [0.266, -0.181, -5.083], [2.748, 0.006, -5.395], [2.015, -1.421, -5.786], [3.050, -3.195, -4.676], [1.424, -3.206, -4.056], [2.883, -3.269, -2.926], [1.659, -0.902, -3.114], [3.949, 0.296, -3.479], [4.717, -1.155, -3.987], [5.643, 0.248, -1.875], [6.156, -1.455, -1.478], [5.106, -0.521, -0.388], [1.898, -9.512, 0.716], [0.435, -9.445, 0.844], [-0.069, -10.103, 2.119], [-1.561, -10.049, 2.283], [-2.155, -10.809, 3.484], [-3.629, -10.807, 3.279], [-4.302, -10.783, 4.676], [-3.130, -10.503, 5.659], [-1.862, -10.126, 4.774], [-1.591, -12.248, 3.538], [-1.613, -13.124, 2.272], [-0.917, -14.464, 2.758], [2.262, -9.076, -0.179], [2.317, -10.507, 0.820], [2.458, -9.057, 1.527], [-0.076, -9.937, 0.049], [-0.028, -8.482, 0.864], [0.332, -9.693, 3.028], [0.282, -11.134, 2.060], [-2.047, -10.442, 1.392], [-1.947, -9.012, 2.400], [-4.012, -11.591, 2.641], [-3.895, -9.792, 2.790], [-4.809, -11.680, 4.940], [-4.944, -9.899, 4.717], [-2.916, -11.396, 6.231], [-3.415, -9.655, 6.252], [-0.972, -10.582, 5.158], [-1.845, -9.058, 4.604], [-2.166, -12.753, 4.304], [-0.608, -12.019, 3.908], [-1.207, -12.765, 1.399], [-2.675, -13.370, 2.016], [0.012, -14.261, 3.280], [-0.546, -14.964, 1.861], [-1.617, -15.052, 3.335], [3.663, 5.552, -7.950], [4.849, 6.461, -8.469], [4.505, 7.399, -9.593], [5.603, 7.976, -10.436], [5.123, 8.310, -11.810], [4.524, 7.194, -12.653], [4.566, 7.782, -14.121], [5.745, 8.771, -14.077], [6.261, 8.791, -12.626], [3.992, 9.405, -11.807], [4.215, 10.614, -10.971], [2.818, 11.358, -11.007], [2.961, 6.233, -7.406], [3.911, 4.679, -7.330], [3.101, 5.186, -8.844], [5.644, 5.925, -8.950], [5.227, 7.043, -7.600], [3.842, 8.194, -9.183], [3.846, 6.769, -10.230], [6.526, 7.334, -10.552], [5.842, 8.931, -10.019], [3.525, 6.860, -12.306], [5.224, 6.377, -12.509], [3.609, 8.358, -14.298], [4.668, 6.997, -14.828], [5.461, 9.747, -14.578], [6.562, 8.401, -14.747], [6.702, 9.712, -12.125], [7.058, 8.023, -12.562], [3.153, 8.841, -11.470], [3.847, 9.684, -12.806], [5.064, 11.157, -11.389], [4.388, 10.313, -9.947], [2.571, 11.753, -12.005], [2.908, 12.176, -10.357], [2.109, 10.688, -10.539], [4.668, 3.080, 4.519], [4.140, 2.672, 3.185], [3.441, 1.356, 3.156], [2.891, 1.091, 1.746], [1.990, -0.003, 1.562], [1.693, -0.052, 0.058], [0.450, -0.897, -0.080], [-0.396, -0.429, 1.106], [0.571, 0.235, 2.159], [2.539, -1.290, 2.043], [3.868, -1.730, 1.470], [4.381, -3.064, 2.031], [3.923, 3.408, 5.254], [5.282, 3.953, 4.302], [5.272, 2.353, 5.090], [4.972, 2.497, 2.490], [3.539, 3.495, 2.841], [2.660, 1.347, 3.887], [4.136, 0.533, 3.432], [3.671, 0.935, 1.004], [2.239, 1.965, 1.470], [2.509, -0.363, -0.580], [1.495, 1.014, -0.147], [0.636, -1.974, 0.023], [-0.107, -0.780, -1.009], [-0.853, -1.299, 1.654], [-1.244, 0.161, 0.941], [0.510, -0.178, 3.203], [0.383, 1.330, 2.172], [1.699, -2.050, 1.843], [2.614, -1.225, 3.147], [4.682, -1.066, 1.786], [3.904, -1.745, 0.385], [4.348, -3.036, 3.063], [5.355, -3.275, 1.700], [3.817, -3.917, 1.660], [0.975, 9.739, 5.722], [0.071, 10.669, 5.331], [1.624, 16.828, 7.897], [1.918, 17.973, 8.573], [1.442, 17.965, 9.905], [-0.042, 18.132, 9.880], [-0.390, 18.280, 11.332], [0.681, 19.602, 11.577], [1.791, 19.482, 10.631], [1.968, 16.804, 10.611], [3.398, 16.500, 10.375], [3.812, 15.185, 10.329], [0.744, 8.684, 5.847], [11.861, -3.516, 9.445], [2.028, 10.101, 5.572], [0.574, 11.665, 5.375], [-1.054, 10.712, 5.450], [0.996, 16.171, 8.484], [1.607, 16.684, 6.847], [1.111, 18.337, 7.712], [2.601, 18.860, 8.273], [-0.396, 17.262, 9.299], [-0.368, 19.024, 9.276], [-0.159, 17.377, 11.891], [-1.297, 18.974, 11.478], [1.004, 19.370, 12.574], [-0.054, 20.437, 11.692], [2.828, 19.313, 10.850], [1.725, 19.968, 9.650], [1.408, 15.856, 10.493], [2.037, 16.850, 11.754], [4.017, 17.383, 10.545], [3.124, 14.300, 10.128], [17.141, 4.220, 3.077], [4.824, 14.889, 10.649], [17.277, 12.042, 12.472], [-6.086, -9.170, -3.355], [-6.146, -8.157, -4.526], [-5.010, -7.090, -4.520], [-3.742, -7.838, -4.908], [-2.553, -6.994, -5.157], [-2.326, -5.983, -4.051], [-2.741, -4.601, -4.523], [-2.412, -4.715, -6.047], [-2.763, -6.189, -6.377], [-1.372, -7.930, -5.302], [-0.006, -7.277, -5.564], [1.055, -8.364, -5.487], [-6.830, -9.999, -3.412], [-6.195, -8.707, -2.333], [-5.091, -9.668, -3.463], [-7.096, -7.712, -4.351], [-6.093, -8.661, -5.524], [-4.865, -6.607, -3.563], [-5.290, -6.350, -5.316], [-3.830, -8.435, -5.802], [-3.455, -8.591, -4.150], [-1.261, -5.922, -3.930], [-2.757, -6.437, -3.162], [-2.286, -3.812, -3.894], [-3.823, -4.447, -4.435], [-1.306, -4.550, -6.135], [-2.922, -3.922, -6.561], [-2.058, -6.567, -7.148], [-3.846, -6.280, -6.670], [-1.636, -8.591, -6.072], [-1.472, -8.581, -4.392], [0.198, -6.496, -4.849], [0.074, -6.704, -6.483], [0.909, -8.954, -4.571], [2.075, -8.019, -5.600], [0.896, -9.137, -6.259], [-3.767, 3.863, 8.590], [-4.216, 2.543, 8.156], [-5.094, 1.732, 9.137], [-4.271, 1.498, 10.334], [-5.025, 0.902, 11.602], [-3.987, 0.632, 12.695], [-3.436, -0.771, 12.296], [-4.468, -1.475, 11.482], [-5.663, -0.430, 11.185], [-6.207, 1.780, 12.156], [-5.854, 3.211, 12.373], [-6.895, 3.808, 13.295], [-3.193, 3.798, 9.573], [-4.590, 4.587, 8.651], [-3.040, 4.328, 7.950], [-3.382, 1.882, 7.816], [-4.828, 2.545, 7.173], [-5.479, 0.845, 8.511], [-6.044, 2.318, 9.276], [-3.771, 2.369, 10.637], [-3.502, 0.748, 10.118], [-4.519, 0.628, 13.640], [-3.313, 1.480, 12.565], [-3.364, -1.321, 13.242], [-2.427, -0.758, 11.842], [-4.957, -2.240, 12.086], [-4.220, -1.902, 10.495], [-6.598, -0.595, 11.637], [-5.819, -0.391, 10.126], [-6.648, 1.283, 13.049], [-7.007, 1.689, 11.433], [-5.807, 3.774, 11.397], [-4.898, 3.318, 12.844], [-6.754, 4.912, 13.285], [-6.731, 3.417, 14.347], [-7.897, 3.495, 12.949], [13.339, 3.469, 0.275], [14.562, 2.892, 0.224], [16.192, -13.918, -4.825], [16.335, -12.522, -5.409], [16.725, -14.635, -4.042], [16.732, -15.437, -3.046], [14.451, -14.058, -4.594], [13.627, -13.185, -5.686], [13.927, -13.776, -7.117], [13.122, -13.724, -8.081], [12.787, 3.513, 1.159], [11.937, 2.787, -12.912], [13.165, 3.689, -0.637], [15.106, 2.809, -0.684], [14.882, 2.147, 1.003], [17.298, -12.071, -5.123], [15.481, -12.036, -4.834], [16.349, -12.728, -6.594], [6.147, -2.982, -0.701], [1.207, 1.487, 8.745], [16.951, -16.191, -2.254], [11.485, 20.135, -2.172], [14.420, -9.753, 6.700], [14.355, -13.563, -3.621], [14.185, -15.087, -4.760], [13.831, -11.970, -5.389], [12.707, -12.966, -5.041], [13.326, -14.259, -9.138], [12.059, -13.156, -7.899], [13.889, 7.253, -12.507], [-14.563, 2.116, -12.604], [-13.975, 3.059, -11.596], [-14.824, 3.039, -10.380], [-16.426, 4.090, -10.388], [-15.794, 1.963, -10.641], [-15.765, 1.645, -12.103], [-14.270, 3.321, -8.866], [-13.872, 4.663, -8.493], [-14.817, 5.757, -8.150], [-14.913, 6.750, -7.403], [-13.910, 0.993, -12.920], [-14.130, 2.199, -13.604], [-8.139, -7.402, -2.171], [-13.612, 4.047, -12.134], [-12.913, 2.747, -11.295], [-16.049, 5.087, -10.172], [-17.024, 3.786, -9.536], [-16.744, 4.134, -11.412], [-16.199, 1.352, -9.853], [-12.264, -0.959, -11.010], [-16.555, 0.931, -12.019], [-17.136, -7.475, -3.419], [-16.914, -6.796, -17.136], [-13.260, 2.791, -8.725], [-14.887, 2.685, -8.127], [-13.229, 5.152, -9.344], [-13.358, 4.585, -7.541], [-15.805, 7.400, -7.390], [-14.081, 6.893, -6.604], [4.929, 9.679, -16.728], [-3.110, -0.065, -5.044], [-1.701, -0.356, -4.671], [-0.705, 0.135, -5.374], [-1.531, -1.072, -3.722], [-3.235, 0.303, -6.080], [-3.473, 0.769, -4.361], [-3.761, -0.889, -4.988], [-0.094, 2.195, 6.446], [-0.391, 0.823, 6.980], [-0.955, 0.606, 8.005], [0.095, -0.232, 6.253], [0.863, 2.594, 6.813], [-0.833, 2.930, 6.816], [0.002, 2.315, 5.358], [-8.905, -4.950, 4.729], [-0.889, -4.785, 0.812], [-0.433, -3.657, 0.671], [-1.392, -5.858, 1.095], [-9.354, -5.673, 5.440], [-8.765, -5.278, 3.712], [-8.509, -3.942, 5.078]],
  "forces_ev_per_a": [[-1.311, -0.218, 1.278], [1.685, 0.499, -2.462], [1.677, -0.172, 2.458], [-0.058, -0.147, -1.040], [-0.813, 0.875, 0.762], [0.368, 0.676, 0.379], [-0.436, -0.652, 0.762], [-0.216, 0.123, -0.760], [-0.088, 0.613, -0.102], [0.277, -0.458, -0.526], [0.129, 0.235, -0.529], [0.542, 0.521, 0.092], [-0.803, -0.353, 0.814], [0.433, -0.270, -0.267], [-1.500, 0.707, -1.450], [0.117, 0.031, 0.170], [-0.391, -0.349, 0.573], [0.337, -1.051, -0.325], [0.437, 0.571, -0.849], [-0.363, -0.280, 0.545], [-0.126, 0.277, 0.077], [-0.776, -1.246, 0.153], [0.218, 0.418, 0.572], [-0.593, 0.767, -1.508], [-1.913, 0.456, -0.343], [-0.257, -0.434, 0.283], [0.319, -0.032, 0.073], [-0.040, 0.264, 0.402], [0.098, 0.128, 0.532], [-0.331, -0.137, 0.166], [1.347, -0.589, 0.250], [-0.287, 0.537, -0.296], [-0.373, -0.510, 0.093], [0.501, 0.819, -0.314], [-0.857, 0.215, -0.257], [0.591, 0.072, -0.208], [1.506, -0.140, 0.846], [-1.575, -0.142, 1.346], [0.074, -0.987, 0.435], [-0.790, 0.232, -0.141], [0.363, -0.498, -2.211], [-1.691, 2.334, 0.271], [1.591, 1.222, -0.298], [0.674, -0.031, -1.250], [-2.473, -0.828, 0.674], [-0.439, 0.955, -0.662], [-1.801, -1.803, 3.100], [0.027, 1.190, -1.581], [0.331, 0.314, -0.953], [-0.393, -0.612, -0.539], [-0.301, 0.761, 0.308], [-0.187, -0.615, -0.951], [0.352, 1.276, -0.287], [0.791, 0.474, 0.321], [-0.142, -0.175, 0.252], [-0.150, -0.216, 0.020], [0.419, -0.530, -0.026], [0.488, -0.253, -0.230], [0.547, -1.735, 0.536], [-0.549, -0.550, 0.042], [-0.358, -0.569, -0.065], [0.047, 0.144, 0.445], [0.249, 0.079, 0.760], [0.615, 0.460, 0.349], [0.421, 0.147, 0.018], [-0.007, -0.061, 0.268], [0.622, -0.675, -0.009], [1.381, 1.198, -1.708], [0.762, 0.157, 0.246], [-0.070, 0.168, 0.573], [-0.538, -0.465, 0.130], [0.184, -0.279, 0.059], [-0.383, 1.290, -1.249], [0.237, -0.142, 1.345], [-2.879, -0.361, 0.011], [0.271, -0.611, -0.254], [-1.493, 0.843, -0.486], [0.316, 0.028, -0.510], [-1.134, 1.100, 2.191], [0.943, 0.765, -1.668], [1.125, 0.328, -0.055], [1.301, -1.388, 1.215], [-1.090, 0.145, -0.394], [1.868, -0.599, -0.460], [0.466, -0.741, -0.235], [0.290, 0.589, -0.183], [0.338, 0.080, 0.659], [0.691, -1.095, 0.630], [0.164, -0.531, -0.549], [0.372, -0.206, -0.510], [0.262, 0.512, 0.057], [-1.072, 0.582, 0.238], [0.882, 0.434, 0.249], [0.673, 0.531, -0.145], [0.040, -0.345, -0.273], [1.009, -0.951, -0.114], [0.050, -0.534, -0.664], [0.261, -0.892, 0.928], [-0.581, 0.327, 0.654], [-0.787, -0.854, -1.086], [-0.420, 0.300, 0.191], [-0.791, -0.218, 0.254], [-0.132, 0.251, -1.397], [-0.220, 0.448, 0.341], [0.255, 0.255, 0.347], [-0.179, -0.541, 0.380], [-0.014, 1.366, 0.837], [-0.531, -0.104, -0.436], [0.780, 0.517, 1.269], [0.969, -0.825, -0.337], [-0.216, -1.490, -0.570], [0.125, 2.528, 0.660], [-1.773, -1.212, -0.784], [-0.682, 0.566, -0.098], [-0.646, -0.011, 0.418], [0.664, -2.292, 2.780], [0.039, -0.015, -0.468], [-1.218, -2.016, 0.854], [1.075, -0.063, 0.186], [-1.809, -0.050, -1.852], [-0.278, -0.062, -0.403], [0.264, 0.071, 0.471], [-0.083, 0.058, -0.695], [0.093, 0.742, 0.012], [-0.478, 0.198, -0.572], [-0.838, -0.152, 0.483], [-0.252, 0.576, -0.055], [0.276, 0.411, 0.120], [1.118, -0.386, 0.010], [0.588, -0.207, 0.331], [-0.159, -0.481, -0.279], [0.338, 0.640, -0.204], [0.343, 0.242, -0.159], [0.438, 0.453, -0.693], [-0.861, 1.320, -0.770], [0.173, 0.395, -1.103], [0.460, -0.653, 0.149], [1.365, 0.868, 0.244], [-0.091, 0.091, -0.506], [-0.395, 0.505, -0.151], [-0.295, -0.214, -0.086], [-0.027, -0.114, 2.327], [1.422, 0.149, -0.488], [-0.412, -0.064, 0.102], [-0.371, 0.982, -1.954], [0.557, 0.936, 2.393], [-0.105, -3.962, -0.852], [0.286, 4.962, -3.239], [-0.506, 3.324, 0.891], [-1.402, -1.157, -0.477], [0.246, 4.282, -1.031], [-2.240, -1.926, 2.504], [-0.295, -2.303, -3.243], [0.434, -2.259, 2.648], [0.917, -2.405, -0.165], [-0.595, 1.241, 0.395], [0.192, 0.152, 0.242], [0.047, -0.119, -0.053], [-0.956, -0.938, 0.665], [-0.911, -0.468, -0.830], [1.491, -0.662, -0.514], [0.174, -0.444, -0.537], [0.494, -0.035, -0.761], [0.233, 0.612, 1.985], [-0.004, -2.118, 0.716], [-0.364, 0.195, 0.701], [0.842, -0.653, 0.654], [-0.590, 0.485, 0.467], [0.584, -2.616, 0.070], [0.501, 0.439, 0.646], [1.538, -0.115, -0.899], [0.316, 0.529, 0.976], [-0.056, 0.919, 0.839], [-0.325, 0.769, -0.459], [-0.955, 1.045, -1.406], [0.604, -0.653, -0.001], [0.668, 1.555, 0.404], [-0.013, 0.022, 0.020], [-0.368, 0.386, -0.777], [0.007, -0.026, -0.030], [1.258, -0.793, -0.057], [0.334, -0.593, 0.697], [-0.579, -0.856, -1.314], [-0.126, -0.630, 0.759], [0.663, 0.768, 0.379], [0.319, -0.343, 0.516], [-1.131, -0.542, -0.190], [1.536, -0.005, 1.839], [-0.305, 1.265, -1.872], [0.010, 0.584, 1.509], [-0.114, -0.171, 0.392], [-0.531, -1.247, -0.264], [0.354, 0.874, -0.201], [0.136, -0.204, -1.197], [-0.589, -0.001, 0.651], [-0.829, 0.879, -0.554], [-0.375, 0.255, 0.832], [-0.329, 0.189, 0.220], [0.336, -0.380, 0.876], [-0.493, -0.050, -0.538], [-0.202, 0.640, -0.010], [0.370, -0.200, 0.323], [-0.100, 0.448, 0.175], [0.169, -0.316, -0.795], [0.057, -0.144, 0.116], [-0.875, -0.157, -0.288], [-0.280, -0.118, -0.718], [-0.960, 0.143, 0.227], [1.338, 0.001, -0.004], [-0.299, -0.826, -1.434], [0.907, 0.830, -0.516], [0.189, -0.016, 0.681], [-0.410, -0.409, -0.567], [0.450, 0.437, 0.094], [0.044, 0.188, 0.218], [0.038, 0.488, -0.052], [0.864, 1.501, 1.828], [-1.002, -2.659, -3.109], [-1.920, 0.454, -2.379], [-0.988, -2.637, 1.599], [-1.762, 0.496, -0.250], [-0.487, -0.349, -2.169], [1.173, 0.497, 1.403], [-3.277, 0.117, -0.971], [3.675, -0.009, -0.260], [0.640, -1.092, -0.765], [-0.108, 0.666, -0.799], [0.084, 0.346, 0.832], [-0.930, 0.343, -1.045], [0.128, -0.207, 0.382], [0.301, -0.029, -0.665], [-0.161, 0.499, 0.669], [0.768, 0.578, 1.456], [0.944, 0.829, 1.398], [0.889, -0.312, 0.480], [0.376, 1.138, 0.715], [-0.061, 0.074, 0.065], [0.180, 0.057, 0.115], [0.300, -0.355, 0.704], [0.473, 0.108, -0.239], [-0.601, 0.239, 0.180], [0.318, -0.329, -0.241], [0.518, 0.141, 0.712], [-0.820, -0.187, 1.083], [-0.243, 0.153, -0.414], [0.928, 0.160, -0.282], [-0.081, 0.090, -0.459], [-0.070, -0.615, 0.872], [0.749, -0.004, 0.210], [-0.568, -0.782, 0.226], [-0.336, 0.539, -1.157], [0.250, 0.550, 0.322], [4.881, -2.739, 3.826], [-1.454, -1.791, 2.183], [-8.281, 6.429, -7.527], [0.765, -2.213, 0.075], [3.935, -8.205, 10.647], [0.964, 1.603, -2.087], [2.385, 1.979, -3.486], [1.591, 2.556, 5.168], [-1.754, 0.916, 0.406], [-2.105, 0.492, -0.076], [-1.134, 0.098, 0.810], [0.155, 0.372, 0.036], [-2.756, 2.832, -5.741], [0.318, 0.188, -0.733], [0.159, 1.418, -0.332], [-0.395, -0.261, -0.098], [1.645, 0.443, -1.689], [-0.634, 1.311, 2.697], [0.012, -0.490, 0.169], [0.405, 0.081, 0.186], [-0.250, 1.046, -1.395], [-0.009, -0.004, 0.003], [-0.047, 0.118, 0.054], [-0.340, -0.532, -0.095], [0.199, -0.431, 0.710], [0.636, -3.020, -2.659], [-0.951, -1.995, -2.618], [0.066, 1.229, 2.642], [2.621, -1.409, -0.648], [-0.159, -0.368, -0.035], [4.095, -3.047, -3.125], [4.472, 1.485, -0.676], [-3.640, 2.823, 2.401], [3.325, 1.729, 0.283], [1.616, -2.211, -5.535], [-2.565, 0.056, 9.166], [-0.622, -4.260, -1.216], [2.353, 3.377, -0.059], [-2.710, -0.989, -2.471], [2.417, 0.257, 2.855], [-1.053, 1.784, 2.442], [-1.647, 1.787, -0.675], [0.058, 0.129, 0.104], [-1.864, -1.133, 1.559], [-1.456, -0.244, 0.072], [0.266, 0.210, 0.191], [-0.066, -0.775, -0.488], [-0.406, -0.902, -0.114], [-0.377, 0.335, 0.119], [-0.189, 0.420, 0.010], [-0.084, -0.983, -2.377], [0.018, 0.008, -0.021], [0.002, 0.001, 0.028], [-1.178, 0.492, -0.855], [0.354, 1.432, -1.333], [-0.977, -0.899, 1.762], [0.807, -0.240, -0.188], [0.393, -0.553, -0.451], [-1.385, 0.081, -1.356], [-0.054, -0.009, 0.084], [-0.190, 3.270, -1.176], [0.093, -0.781, 0.120], [1.650, 0.144, -0.358], [0.706, -1.045, 1.446], [0.334, 0.107, 0.459], [0.316, -1.100, -0.777], [-0.471, -1.222, 0.661], [-0.014, 1.172, -0.588], [0.805, -0.386, -0.281], [-1.163, 0.036, 0.671], [0.188, 0.381, -0.353], [-0.118, -0.696, 0.402], [0.167, -0.644, -0.148], [-0.368, -0.537, 0.113], [0.356, 0.580, 1.118], [-0.424, 0.561, 1.470], [-2.173, -5.738, 0.404], [2.465, 4.794, -1.749], [0.357, 0.842, -0.531], [-0.002, 0.162, -0.126], [-0.733, -1.629, -0.559]]
}